DFT (the ωB97M-V functional and the def2-TZVPD basis) results for C47H62Br4Cl3GeN6O6PSSiTeTi as an isolated structure at a distorted geometry.

Element x y z (Å)
Ti (0.15651, 0.79501, 0.69761)
Br (4.43027, 2.83456, 5.61384)
C (3.12121, 1.87191, 4.64448)
C (2.24626, 1.00902, 5.29234)
Br (2.34339, 0.77373, 7.16642)
C (1.26409, 0.31550, 4.56721)
Br (0.12760, -0.95304, 5.34443)
C (1.15890, 0.53110, 3.20452)
O (0.26674, -0.03748, 2.38009)
C (2.06534, 1.37701, 2.53768)
O (1.90719, 1.45129, 1.23266)
C (3.03772, 2.04988, 3.26081)
Br (4.16214, 3.19543, 2.27616)
O (-1.93597, 3.24088, -1.20598)
C (-1.59080, 2.10286, -1.44522)
O (-1.26843, 1.19129, -0.56448)
C (-1.59736, 1.59790, -2.87634)
N (-1.59456, 0.11445, -2.93524)
C (-1.94331, -0.27357, -4.33137)
C (-2.53551, 1.00590, -4.95297)
C (-2.78587, 1.93742, -3.75907)
H (-0.66990, 1.96754, -3.31965)
H (-2.42277, -0.24604, -2.33750)
H (-0.72580, -0.28373, -2.58212)
H (-2.67509, -1.07630, -4.25710)
H (-1.05961, -0.63478, -4.85343)
H (-3.43484, 0.79311, -5.52880)
H (-1.80157, 1.46583, -5.61805)
H (-3.71353, 1.68154, -3.24458)
H (-2.79450, 2.99033, -4.02967)
Cl (-2.65508, 0.54602, 3.73513)
Ge (-2.83589, -0.52350, 1.61606)
Cl (-5.01700, -0.91998, 2.02260)
Cl (-4.08520, -0.85833, -1.75053)
C (-1.30841, 6.33863, 1.13774)
N (-0.47486, 5.15392, 1.19452)
C (0.41892, 4.97872, 0.05682)
P (-0.98852, 3.89375, 2.12656)
O (-0.41993, 2.61144, 1.60390)
N (-2.61728, 3.82692, 2.30867)
C (-3.38292, 4.71671, 3.15655)
C (-3.46703, 2.99233, 1.46237)
N (-0.49220, 4.32548, 3.65255)
C (0.87043, 4.81332, 3.83830)
C (-0.91436, 3.47589, 4.77005)
H (-2.15509, 6.21573, 0.45121)
H (-0.70198, 7.17757, 0.78795)
H (-1.69145, 6.59831, 2.12586)
H (-0.12460, 4.85754, -0.88169)
H (1.03458, 4.09510, 0.20120)
H (1.07660, 5.85304, -0.00773)
H (-2.73390, 5.29051, 3.81451)
H (-4.06667, 4.12450, 3.77320)
H (-3.98244, 5.40961, 2.55313)
H (-2.86732, 2.41430, 0.77052)
H (-4.14515, 3.62409, 0.87999)
H (-4.04356, 2.31023, 2.09015)
H (1.24390, 5.27185, 2.92553)
H (1.54248, 3.99983, 4.12264)
H (0.88380, 5.56092, 4.63766)
H (-1.81422, 2.91863, 4.52082)
H (-1.09967, 4.09777, 5.65145)
H (-0.13676, 2.74562, 5.01716)
C (1.71800, 6.42530, -4.30398)
C (2.41485, 5.45837, -3.38536)
C (3.71431, 5.69188, -2.94039)
C (4.23717, 4.73637, -2.08711)
N (3.57366, 3.66385, -1.69027)
C (2.31426, 3.51236, -2.15680)
S (1.39548, 2.14300, -1.67538)
N (1.72715, 4.39367, -3.00970)
H (2.36711, 6.72986, -5.12717)
H (1.43115, 7.32663, -3.75694)
H (0.81641, 5.96247, -4.69917)
H (4.27976, 6.56253, -3.24520)
H (5.24902, 4.83852, -1.69942)
C (3.72662, -0.55750, -1.95845)
C (2.60589, -1.51387, -2.38921)
C (1.72076, -0.86482, -3.46126)
C (3.25371, -2.74506, -3.03463)
Si (1.54164, -1.96296, -0.87733)
O (0.69556, -0.68306, -0.25654)
C (2.69345, -2.66601, 0.43713)
C (2.79736, -2.00128, 1.65860)
C (3.62021, -2.45879, 2.67812)
C (4.36770, -3.61144, 2.49501)
C (4.28678, -4.29259, 1.28789)
C (3.46263, -3.82252, 0.27555)
C (0.27353, -3.22575, -1.45074)
C (-1.07183, -2.84956, -1.52179)
C (-2.04885, -3.71065, -2.00324)
C (-1.69528, -4.98580, -2.41868)
C (-0.37205, -5.39172, -2.34135)
C (0.59645, -4.52209, -1.85945)
H (4.29944, -0.23540, -2.83733)
H (4.41365, -1.05662, -1.26924)
H (3.34342, 0.34021, -1.47216)
H (2.31726, -0.65268, -4.35750)
H (1.30705, 0.08551, -3.12236)
H (0.91165, -1.54422, -3.75671)
H (3.83277, -2.41070, -3.90412)
H (2.51559, -3.46815, -3.38810)
H (3.94642, -3.25354, -2.36142)
H (2.20801, -1.11579, 1.81711)
H (3.66422, -1.91476, 3.61474)
H (5.00317, -3.98363, 3.29002)
H (4.86081, -5.19965, 1.13629)
H (3.41105, -4.39372, -0.64360)
H (-1.38171, -1.87588, -1.15894)
H (-3.07962, -3.37795, -2.01651)
H (-2.45491, -5.67071, -2.77694)
H (-0.09205, -6.39364, -2.64710)
H (1.61747, -4.88022, -1.78781)
C (-2.91506, -8.60809, -0.28035)
C (-2.56868, -7.25961, 0.29470)
C (-1.30320, -6.98457, 0.78368)
C (-0.97121, -5.74111, 1.31954)
C (0.42931, -5.53523, 1.82484)
C (-1.93779, -4.72265, 1.36872)
Te (-1.29397, -2.85726, 2.17377)
C (-3.22022, -4.98671, 0.86410)
C (-4.27856, -3.93324, 0.85921)
C (-3.51329, -6.24431, 0.34878)
H (-2.07036, -9.29479, -0.20322)
H (-3.18840, -8.53351, -1.33668)
H (-3.76244, -9.05950, 0.24191)
H (-0.53739, -7.75504, 0.74564)
H (1.01647, -6.44921, 1.71296)
H (0.43429, -5.23975, 2.87700)
H (0.93182, -4.73203, 1.28113)
H (-3.97215, -3.05897, 0.27997)
H (-4.47931, -3.57556, 1.86910)
H (-5.20850, -4.30637, 0.42621)
H (-4.51482, -6.42533, -0.03360)

Forces on atoms 1 to 3 (eV/Å):
1.06 0.44 -0.89
-0.02 0.00 0.00
0.05 0.02 0.01

Properties
ΔE to the lowest compared entry with this formula, charge and spin, kJ/mol: 0.00
Total charge: -2
Highest occupied orbital energy, eV: -2.004
Gap between HOMO and LUMO, eV: 5.5270
Maximum force, eV/Å: 1.46
Electronic energy, eV: -503650.81939

DFT (the ωB97M-V functional and the def2-TZVPD basis) results for C47H62Cl2N7NbO13P as an isolated structure at a distorted geometry.

Element x y z (Å)
C (-3.43334, -7.54338, 2.30676)
C (-2.62081, -6.42592, 2.94169)
O (-3.08578, -5.17506, 2.45003)
P (-2.25574, -3.90165, 2.96979)
O (-2.35402, -3.77757, 4.43355)
C (-2.89931, -2.48882, 2.06815)
C (-4.34797, -2.20634, 2.49865)
Nb (-5.19961, -0.18999, 1.83724)
N (-6.38839, -0.13394, 3.57365)
C (-4.10041, -0.20479, -0.13998)
C (-4.87889, -0.42909, -1.45864)
C (-5.15723, -1.88061, -1.88942)
C (-4.05193, -2.88360, -1.54700)
C (-6.50208, -2.44672, -1.42370)
C (-3.31419, 0.68236, 2.81312)
C (-2.88959, 0.09183, 4.12408)
C (-1.41519, -0.29849, 4.28950)
N (-3.67579, -0.06486, 5.11352)
C (-6.16549, 1.85594, 1.32627)
Cl (-5.40925, 3.36553, 1.90082)
C (-7.29957, 2.09197, 0.63731)
C (-7.91207, 3.43567, 0.33387)
Cl (-8.26843, 0.77079, 0.02637)
O (-0.74785, -4.25523, 2.50028)
C (0.08684, -3.12316, 2.20309)
C (1.55768, -3.53047, 2.29529)
H (-4.41172, -7.61922, 2.76730)
H (-3.50587, -7.32985, 1.24424)
H (-2.87120, -8.46632, 2.42312)
H (-1.57399, -6.59875, 2.69167)
H (-2.67310, -6.47559, 4.02773)
H (-2.21632, -1.64958, 2.12844)
H (-2.91879, -2.80167, 1.02214)
H (-4.96880, -3.00165, 2.08318)
H (-4.44653, -2.29952, 3.57972)
H (-6.50358, -1.20994, 1.10597)
H (-7.36017, -0.02028, 3.28919)
H (-6.31780, -0.99364, 4.10567)
H (-3.21057, -0.83598, -0.14241)
H (-3.71178, 0.82035, -0.20527)
H (-4.27824, 0.00878, -2.26499)
H (-5.81155, 0.13353, -1.45552)
H (-5.23119, -1.86615, -2.98132)
H (-3.05225, -2.46175, -1.55052)
H (-4.28538, -3.33251, -0.58147)
H (-4.10653, -3.69919, -2.26547)
H (-6.44947, -2.82977, -0.41154)
H (-6.73033, -3.29891, -2.07427)
H (-7.31347, -1.73729, -1.55457)
H (-2.48897, 0.49804, 2.11923)
H (-3.36708, 1.76481, 2.94103)
H (-1.36376, -1.35142, 4.56249)
H (-1.02120, 0.28067, 5.12181)
H (-0.84172, -0.09842, 3.39015)
H (-3.17224, -0.46148, 5.90542)
H (-8.39036, 3.81847, 1.23165)
H (-8.66047, 3.31578, -0.44434)
H (-7.16523, 4.12781, -0.03541)
H (-0.09668, -2.36030, 2.95526)
H (-0.14507, -2.70260, 1.22733)
H (2.00695, -3.54374, 1.31317)
H (2.08150, -2.81277, 2.91696)
H (1.62226, -4.49668, 2.78452)
C (7.25918, -3.85511, -2.47357)
C (6.44478, -2.74063, -2.61621)
C (5.54111, -2.40870, -1.62016)
C (5.47397, -3.20130, -0.48997)
C (6.27292, -4.31874, -0.33204)
C (7.17012, -4.64512, -1.33461)
N (4.53742, -2.84125, 0.58662)
O (3.83285, -1.86684, 0.41927)
O (4.53195, -3.53645, 1.57989)
H (7.96656, -4.10892, -3.25195)
H (6.51321, -2.12583, -3.50253)
H (4.90748, -1.54120, -1.73176)
H (6.20076, -4.92593, 0.55755)
H (7.80324, -5.51473, -1.22596)
C (5.50047, 2.32938, 2.81745)
C (5.76204, 3.48747, 2.09632)
C (5.99780, 3.41876, 0.73464)
C (5.96177, 2.18341, 0.11466)
C (5.71260, 1.01905, 0.81691)
C (5.48129, 1.09649, 2.17944)
N (6.18101, 2.11065, -1.33566)
O (6.42088, 3.14713, -1.92288)
O (6.10375, 1.02573, -1.87070)
H (5.30844, 2.38734, 3.88085)
H (5.77560, 4.44765, 2.58931)
H (6.19773, 4.31766, 0.17125)
H (5.68997, 0.06174, 0.31836)
H (5.27880, 0.19495, 2.74080)
C (-8.44990, -5.84342, -6.11373)
C (-7.65677, -5.46103, -7.18780)
C (-6.37656, -4.98000, -6.96892)
C (-5.91079, -4.89473, -5.67094)
C (-6.68582, -5.26435, -4.58873)
C (-7.96620, -5.74139, -4.81666)
N (-4.54546, -4.40199, -5.42906)
O (-3.88985, -4.05630, -6.38999)
O (-4.16638, -4.37071, -4.27954)
H (-9.44846, -6.22187, -6.28854)
H (-8.03572, -5.53873, -8.19750)
H (-5.75428, -4.67896, -7.79804)
H (-6.30275, -5.18207, -3.58223)
H (-8.58536, -6.03448, -3.98046)
C (4.77890, 8.24155, 6.61868)
C (5.07520, 9.37670, 5.87635)
C (5.35085, 9.26976, 4.52338)
C (5.32202, 8.02012, 3.93421)
C (5.03449, 6.87827, 4.65772)
C (4.76194, 6.99396, 6.01041)
N (5.59236, 7.90820, 2.49197)
O (5.85147, 8.92522, 1.88818)
O (5.53510, 6.80477, 1.98824)
H (4.55805, 8.32953, 7.67398)
H (5.08816, 10.34767, 6.35124)
H (5.58109, 10.14839, 3.94024)
H (5.01664, 5.91129, 4.17958)
H (4.53142, 6.11062, 6.58913)
C (6.35794, 6.21808, -3.88335)
C (6.62661, 7.38635, -4.58469)
C (6.86791, 7.33844, -5.94752)
C (6.83206, 6.11365, -6.58747)
C (6.57146, 4.93950, -5.90528)
C (6.33392, 4.99581, -4.54109)
N (7.06922, 6.06144, -8.03824)
O (7.31637, 7.10428, -8.60802)
O (7.00482, 4.97991, -8.58278)
H (6.16498, 6.25880, -2.81941)
H (6.64551, 8.33667, -4.06934)
H (7.07776, 8.24231, -6.49894)
H (6.55220, 3.99319, -6.42416)
H (6.12729, 4.09125, -3.99086)

Forces on atoms 1 to 3 (eV/Å):
0.45 0.50 0.12
-0.01 -0.93 -0.01
0.46 0.21 -0.31

Properties
Total charge: -1
Highest occupied orbital energy, eV: -4.697
Gap between HOMO and LUMO, eV: 4.9369
Maximum force, eV/Å: 2.59
Electronic energy, eV: -122662.26274

DFT (the ωB97M-V functional and the def2-TZVPD basis) results for C47H62N8Pb as an isolated structure.

Element x y z (Å)
Pb (0.96140, -0.07110, -0.37300)
C (3.68260, -6.08165, -2.77647)
C (2.17269, -5.81563, -2.69193)
C (1.87303, -4.34937, -2.75738)
C (1.71765, -3.51651, -3.81970)
C (1.66822, -3.78375, -5.30214)
C (1.27125, -5.19654, -5.73278)
C (1.62083, -2.15972, -3.25195)
C (1.58529, -0.95355, -4.07491)
C (1.83966, 0.32820, -3.73838)
C (1.99182, 1.41565, -4.72180)
C (1.71510, 1.31186, -6.18678)
C (2.93333, 0.81775, -6.98319)
C (2.46157, 2.47675, -4.03310)
C (2.57698, 2.04283, -2.63624)
C (3.20314, 2.87581, -1.61514)
C (3.49691, 2.54180, -0.34692)
N (3.10239, 1.34305, 0.26180)
C (3.74989, 1.29002, 1.38827)
C (3.51395, 0.18298, 2.29907)
C (3.18283, -1.06949, 1.93441)
N (2.50742, -1.90030, 2.84749)
C (2.51789, -2.86599, 0.73781)
C (2.23687, -3.83396, -0.31576)
C (1.90348, -3.47978, -1.57510)
N (1.67992, -2.14848, -1.94694)
C (2.08362, -2.91662, 2.16586)
C (3.26672, -1.73960, 0.59868)
C (4.25101, -1.41198, -0.48569)
C (5.68842, -1.49594, 0.05256)
C (1.20419, -3.95118, 2.78577)
C (1.73163, -5.39043, 2.69481)
C (4.57060, 2.49418, 1.63974)
C (4.39827, 3.28785, 0.56175)
C (4.94923, 4.64974, 0.29274)
C (3.90175, 5.74495, 0.54690)
C (5.43322, 2.68982, 2.84614)
C (6.58368, 1.67521, 2.91547)
N (2.16536, 0.80514, -2.45454)
C (2.78696, 3.84720, -4.53949)
C (1.71371, 4.87070, -4.14567)
H (3.88810, -7.14994, -2.70324)
H (4.21820, -5.57460, -1.97113)
H (4.08539, -5.72300, -3.72573)
H (1.78059, -6.22933, -1.76043)
H (1.67087, -6.34309, -3.49649)
H (2.64092, -3.53601, -5.74004)
H (0.95530, -3.08465, -5.74723)
H (2.08384, -5.90863, -5.59137)
H (1.02189, -5.19917, -6.79278)
H (0.39665, -5.54718, -5.18306)
H (1.44166, -1.12403, -5.13545)
H (1.41326, 2.29131, -6.55977)
H (0.86905, 0.64288, -6.35404)
H (3.81156, 1.42712, -6.76495)
H (2.73553, 0.87646, -8.05302)
H (3.17661, -0.21784, -6.73847)
H (3.57715, 3.83222, -1.96149)
H (3.47250, 0.41102, 3.36233)
H (2.33221, -4.88968, -0.09526)
H (4.07103, -0.41701, -0.89236)
H (4.12439, -2.11472, -1.30571)
H (5.86629, -0.76173, 0.83997)
H (6.39719, -1.30674, -0.75415)
H (5.89626, -2.48705, 0.46020)
H (0.22223, -3.89303, 2.30001)
H (1.07445, -3.67064, 3.82950)
H (1.66854, -5.79386, 1.68520)
H (1.13409, -6.03498, 3.33722)
H (2.76775, -5.45141, 3.03087)
H (5.30311, 4.71373, -0.73896)
H (5.81817, 4.81986, 0.92658)
H (3.01058, 5.58693, -0.06598)
H (4.30738, 6.72757, 0.30661)
H (3.59647, 5.74978, 1.59418)
H (4.81963, 2.60995, 3.74821)
H (5.83993, 3.70018, 2.83721)
H (6.21468, 0.65344, 3.02785)
H (7.22702, 1.89087, 3.76753)
H (7.19097, 1.71868, 2.00995)
H (2.88430, 3.81747, -5.62451)
H (3.75855, 4.16549, -4.15437)
H (0.74317, 4.58693, -4.55690)
H (1.96490, 5.86031, -4.52598)
H (1.61315, 4.94544, -3.05865)
C (-1.45185, 2.40339, -1.09594)
C (-1.24527, 1.63206, -2.39255)
N (-0.97429, 0.20186, -2.17052)
C (-2.13657, -0.64265, -1.84498)
C (-2.58519, -0.51608, -0.40475)
C (-3.92927, -0.47759, -0.07273)
C (-4.27846, -0.34993, 1.26321)
C (-3.27723, -0.22474, 2.21087)
C (-1.95286, -0.26402, 1.79799)
C (-0.82802, -0.09839, 2.80027)
N (0.33000, 0.63483, 2.27587)
C (0.21467, 2.10160, 2.29520)
C (-0.72382, 2.63321, 1.22067)
N (-0.32491, 2.25995, -0.15362)
N (-1.62000, -0.44259, 0.51649)
H (-1.65110, 3.45252, -1.33273)
H (-2.34004, 2.02132, -0.59398)
H (-2.12779, 1.77815, -3.02500)
H (-0.38603, 2.04264, -2.93193)
H (-0.55666, -0.16774, -3.01716)
H (-2.98381, -0.43450, -2.50534)
H (-1.83285, -1.67873, -2.01833)
H (-4.68463, -0.53553, -0.84624)
H (-5.32000, -0.32035, 1.55723)
H (-3.51623, -0.08138, 3.25736)
H (-1.23075, 0.37230, 3.70302)
H (-0.47492, -1.09175, 3.09033)
H (1.13252, 0.36467, 2.83520)
H (-0.14661, 2.46625, 3.26381)
H (1.21660, 2.51390, 2.14291)
H (-1.71992, 2.22539, 1.38833)
H (-0.80727, 3.71891, 1.32786)
H (0.43990, 2.86532, -0.44748)

Forces on atoms 1 to 3 (eV/Å):
-0.41 -0.11 0.30
-0.04 -0.01 -0.02
0.09 0.04 0.03

Properties
Total charge: +2
Highest occupied orbital energy, eV: -13.017
Gap between HOMO and LUMO, eV: 5.8692
Maximum force, eV/Å: 0.53
Electronic energy, eV: -66902.60786